{"formula": "C4H9NO", "method": "ωB97M-V/def2-TZVPD", "e_tot_ha": -287.81676, "molar_mass_g_mol": 87.1, "smiles": "CC(C)NC=O", "lumo_energy_ha": 0.0331, "species": ["C", "C", "C", "N", "C", "O", "H", "H", "H", "H", "H", "H", "H", "H", "H"], "xyz": [[-0.6546, 1.3598, -0.0932], [-0.0677, -0.0059, -0.4518], [1.2621, 0.0317, -1.2083], [0.1343, -0.8437, 0.7293], [-0.8741, -1.3377, 1.4854], [-2.0560, -1.2858, 1.2072], [-0.8258, 1.9638, -1.0016], [-0.0009, 1.9267, 0.5668], [-1.6120, 1.2154, 0.4336], [-0.8639, -0.4180, -1.0514], [1.5618, -0.9893, -1.4714], [2.0305, 0.4880, -0.5674], [1.1890, 0.6297, -2.1210], [1.0784, -0.9572, 1.0595], [-0.4777, -1.8101, 2.4032]]}